DFT (ωB97M-V with the def2-TZVPD basis set) results for 8 unconnected molecules or ions with the total composition C36H57BBrO25.

Results
- E_LUMO: 0.060 Ha
- Total charge: -1
- HOMO-LUMO gap: 6.38 eV
- Energy relative to the best compared isomer or geometry (same formula, charge and spin): 3.8309 eV

Last columns: bonded neighbours and bond lengths (Å).
Cartesian coordinates (Å):
1 C 0.295 3.818 3.506  C2 1.427, H22 1.111, H23 1.109
2 C -0.712 2.931 3.989  C1 1.427, C3 1.573, H24 1.112
3 C -1.532 2.139 2.906  C2 1.573, C4 1.598, H25 1.107, H26 1.126
4 C -2.136 0.809 3.554  C3 1.598, O5 1.421, O9 1.406, C13 1.606
5 O -3.146 1.316 4.416  C4 1.421, C6 1.423
6 C -4.455 1.044 3.929  O5 1.423, C7 1.562, H27 1.115, H28 1.120
7 C -4.809 1.731 2.571  C6 1.562, C8 1.562, H29 1.120, H30 1.118
8 C -6.197 1.313 1.990  C7 1.562, H31 1.111, H32 1.120, H33 1.112
9 O -2.466 -0.221 2.656  C4 1.406, B10 1.490
10 B -2.184 -1.496 3.374  O9 1.490, Br11 2.018, O12 1.480, H34 1.212
11 Br -1.754 -3.131 2.270  B10 2.018
12 O -1.361 -1.216 4.570  B10 1.480, C13 1.452
13 C -0.871 0.116 4.260  C4 1.606, O12 1.452, C14 1.556, H35 1.116
14 C 0.343 0.006 3.293  C13 1.556, C15 1.567, H36 1.124, H37 1.111
15 C 1.354 -1.142 3.634  C14 1.567, C16 1.581, H38 1.111, H39 1.115
16 C 2.591 -0.909 2.677  C15 1.581, C17 1.579, H40 1.108, H41 1.122
17 C 3.537 0.227 3.232  C16 1.579, C18 1.560, H42 1.122, H43 1.113
18 C 4.578 0.723 2.182  C17 1.560, C19 1.576, H44 1.119, H45 1.116
19 C 4.170 2.059 1.454  C18 1.576, O20 1.431, H46 1.120, H47 1.119
20 O 2.868 2.547 1.792  C19 1.431, C21 1.431
21 C 1.949 2.417 0.703  O20 1.431, H48 1.117, H49 1.117, H50 1.113
22 H 1.355 3.486 3.511  C1 1.111
23 H 0.040 4.807 3.074  C1 1.109
24 H -0.954 2.833 5.070  C2 1.112
25 H -0.935 1.943 1.993  C3 1.107
26 H -2.352 2.844 2.591  C3 1.126
27 H -4.664 -0.050 3.898  C6 1.115
28 H -5.158 1.468 4.692  C6 1.120
29 H -4.713 2.840 2.696  C7 1.120
30 H -4.046 1.469 1.797  C7 1.118
31 H -7.056 1.546 2.655  C8 1.111
32 H -6.357 1.916 1.060  C8 1.120
33 H -6.218 0.251 1.661  C8 1.112
34 H -3.257 -1.758 3.872  B10 1.212
35 H -0.650 0.497 5.285  C13 1.116
36 H 0.910 0.972 3.382  C14 1.124
37 H 0.071 -0.085 2.220  C14 1.111
38 H 1.654 -1.164 4.704  C15 1.111
39 H 0.866 -2.096 3.325  C15 1.115
40 H 3.139 -1.840 2.435  C16 1.108
41 H 2.140 -0.472 1.747  C16 1.122
42 H 4.105 -0.243 4.078  C17 1.122
43 H 2.955 1.049 3.706  C17 1.113
44 H 5.522 0.941 2.742  C18 1.119
45 H 4.821 -0.036 1.400  C18 1.116
46 H 4.268 1.926 0.347  C19 1.120
47 H 4.889 2.880 1.701  C19 1.119
48 H 1.554 1.372 0.733  C21 1.117
49 H 1.106 3.126 0.894  C21 1.117
50 H 2.384 2.694 -0.282  C21 1.113
51 C -2.076 -1.288 -1.186  C52 1.500, O56 1.435, H57 1.089, H58 1.092
52 C -3.019 -2.193 -1.922  C51 1.500, O53 1.431, H59 1.093, H60 1.089
53 O -3.216 -1.507 -3.162  C52 1.431, C54 1.353
54 C -2.141 -0.708 -3.358  O53 1.353, O55 1.193, O56 1.355
55 O -1.910 -0.126 -4.373  C54 1.193
56 O -1.357 -0.653 -2.254  C51 1.435, C54 1.355
57 H -1.401 -1.832 -0.528  C51 1.089
58 H -2.595 -0.522 -0.605  C51 1.092
59 H -2.583 -3.175 -2.126  C52 1.093
60 H -3.963 -2.328 -1.397  C52 1.089
61 C -0.151 -4.121 5.532  C62 1.501, O66 1.432, H67 1.091, H68 1.093
62 C -0.015 -4.381 7.005  C61 1.501, O63 1.429, H69 1.093, H70 1.089
63 O 1.068 -5.312 7.063  C62 1.429, C64 1.358
64 C 1.807 -5.145 5.936  O63 1.358, O65 1.192, O66 1.352
65 O 2.871 -5.649 5.753  C64 1.192
66 O 1.182 -4.333 5.054  C61 1.432, C64 1.352
67 H -0.490 -3.107 5.313  C61 1.091
68 H -0.820 -4.832 5.041  C61 1.093
69 H 0.261 -3.483 7.565  C62 1.093
70 H -0.918 -4.807 7.441  C62 1.089
71 C 4.555 6.013 -0.062  C72 1.503, O76 1.427, H77 1.089, H78 1.093
72 C 3.734 6.453 -1.241  C71 1.503, O73 1.427, H79 1.093, H80 1.089
73 O 4.156 5.558 -2.268  C72 1.427, C74 1.357
74 C 4.641 4.444 -1.663  O73 1.357, O75 1.190, O76 1.354
75 O 4.921 3.438 -2.233  C74 1.190
76 O 4.766 4.627 -0.326  C71 1.427, C74 1.354
77 H 4.036 6.152 0.886  C71 1.089
78 H 5.524 6.515 -0.013  C71 1.093
79 H 2.661 6.323 -1.077  C72 1.093
80 H 3.926 7.487 -1.523  C72 1.089
81 C -7.136 -3.454 -5.152  C82 1.502, O86 1.427, H87 1.087, H88 1.094
82 C -6.711 -2.017 -5.048  C81 1.502, O83 1.428, H89 1.093, H90 1.089
83 O -6.911 -1.731 -3.663  C82 1.428, C84 1.356
84 C -6.859 -2.909 -2.993  O83 1.356, O85 1.189, O86 1.357
85 O -6.821 -3.007 -1.809  C84 1.189
86 O -6.854 -3.962 -3.849  C81 1.427, C84 1.357
87 H -6.580 -3.999 -5.910  C81 1.087
88 H -8.208 -3.561 -5.348  C81 1.094
89 H -5.655 -1.875 -5.290  C82 1.093
90 H -7.310 -1.355 -5.672  C82 1.089
91 C -5.568 -7.800 -6.446  C92 1.504, O96 1.426, H97 1.089, H98 1.093
92 C -4.234 -7.830 -5.754  C91 1.504, O93 1.426, H99 1.093, H100 1.089
93 O -3.675 -6.562 -6.094  C92 1.426, C94 1.354
94 C -4.703 -5.730 -6.387  O93 1.354, O95 1.189, O96 1.357
95 O -4.592 -4.557 -6.546  C94 1.189
96 O -5.876 -6.408 -6.472  C91 1.426, C94 1.357
97 H -6.333 -8.357 -5.908  C91 1.089
98 H -5.516 -8.169 -7.473  C91 1.093
99 H -4.326 -7.894 -4.667  C92 1.093
100 H -3.597 -8.641 -6.103  C92 1.089
101 C 8.084 5.648 -3.125  C102 1.502, O106 1.427, H107 1.090, H108 1.093
102 C 9.235 4.815 -2.639  C101 1.502, O103 1.428, H109 1.093, H110 1.089
103 O 9.879 5.685 -1.708  C102 1.428, C104 1.357
104 C 8.953 6.578 -1.277  O103 1.357, O105 1.188, O106 1.358
105 O 9.117 7.335 -0.375  C104 1.188
106 O 7.813 6.495 -2.009  C101 1.427, C104 1.358
107 H 7.211 5.046 -3.377  C101 1.090
108 H 8.348 6.270 -3.984  C101 1.093
109 H 8.909 3.913 -2.115  C102 1.093
110 H 9.915 4.530 -3.441  C102 1.089
111 C 1.479 0.178 -4.699  C112 1.502, O116 1.430, H117 1.088, H118 1.092
112 C 1.608 -0.085 -3.225  C111 1.502, O113 1.429, H119 1.094, H120 1.087
113 O 2.690 -1.017 -3.163  C112 1.429, C114 1.356
114 C 3.435 -0.851 -4.284  O113 1.356, O115 1.190, O116 1.357
115 O 4.497 -1.355 -4.466  C114 1.190
116 O 2.812 -0.034 -5.171  C111 1.430, C114 1.357
117 H 1.145 1.190 -4.917  C111 1.088
118 H 0.811 -0.531 -5.193  C111 1.092
119 H 1.883 0.812 -2.663  C112 1.094
120 H 0.703 -0.508 -2.797  C112 1.087